Model P:
Formula: C4H13N2
Source: the Open Molecules 2025 dataset
Level of theory: ωB97M-V with the def2-TZVPD basis set

```
19
Properties=species:S:1:pos:R:3:mulliken_spin:R:1
N -0.933 0.458 -0.904 0.51
C -1.230 -0.730 -1.754 -0.03
C -1.019 -1.893 -0.772 0.00
N 0.976 0.261 0.769 0.50
C 0.234 0.582 1.992 -0.03
C 1.913 1.278 0.468 -0.02
H 0.072 0.368 -0.116 -0.04
H -0.903 1.199 -1.582 -0.02
H -2.045 -2.103 -0.379 0.00
H -0.458 -0.957 -2.450 0.01
H -2.174 -0.788 -2.296 0.03
H -0.458 -1.687 0.152 0.00
H -0.701 -2.877 -1.131 0.00
H -0.260 1.596 1.947 0.02
H 0.826 0.468 2.942 0.03
H -0.635 -0.065 1.960 0.00
H 2.821 1.284 1.061 0.03
H 1.578 2.295 0.598 0.01
H 2.395 1.313 -0.506 0.01
```

The spin multiplicity is 2. As for the expectation value of S²: 0.7610. The value obtained for the HOMO-LUMO gap (spin up / spin down) is 10.14 / 6.72 eV. The LUMO energy (spin up / spin down) comes out at 1.14 / -1.46 eV.

---

Model Q:
Formula: C4H13N2
Source: the Open Molecules 2025 dataset
Level of theory: ωB97M-V with the def2-TZVPD basis set

```
19
Properties=species:S:1:pos:R:3:mulliken_spin:R:1
C 0.714 0.656 0.943 -0.17
N 1.808 -0.150 1.590 0.09
C 0.132 -0.069 -0.270 0.25
N 0.196 -1.570 0.037 1.80
C -1.558 0.961 -1.841 0.09
C -1.344 0.309 -0.481 0.42
H -0.091 0.689 1.672 -0.05
H 1.112 1.649 0.815 0.02
H 1.633 -0.171 2.589 0.00
H 2.686 0.349 1.509 -0.10
H 0.701 0.024 -1.187 0.26
H -0.739 -1.949 0.268 -0.43
H 0.793 -2.001 0.779 -0.44
H 0.507 -2.197 -0.770 -0.65
H -2.566 1.388 -1.868 0.00
H -0.915 1.840 -1.898 0.00
H -1.402 0.238 -2.631 -0.10
H -2.051 -0.490 -0.365 -0.09
H -1.559 1.057 0.280 0.10
```

The spin multiplicity is 2. As for the expectation value of S²: 0.7506. The value obtained for the HOMO-LUMO gap (spin up / spin down) is 4.10 / 10.95 eV. The LUMO energy (spin up / spin down) comes out at 0.88 / 0.66 eV.

---

If we sort the structures by their calculated energies, the order from most to least stable is model Q, model P.

---

Model P:
Formula: CH3BrS
Source: the Open Molecules 2025 dataset
Level of theory: ωB97M-V with the def2-TZVPD basis set

```
6
Properties=species:S:1:pos:R:3:lowdin_charge:R:1
C 2.145 0.106 -0.383 -0.59
S 1.105 1.198 0.163 0.60
H 2.693 -0.546 0.287 -0.01
H 2.335 -0.017 -1.441 -0.01
Br -4.347 -0.258 0.027 0.31
H -3.930 -0.484 1.347 -0.31
```

The spin multiplicity is 1. The SMILES is C=S.Br. The value obtained for the HOMO-LUMO gap is 8.55 eV. The LUMO energy comes out at -0.40 eV.

---

Model Q:
Formula: CH3BrS
Source: the Open Molecules 2025 dataset
Level of theory: ωB97M-V with the def2-TZVPD basis set

```
6
Properties=species:S:1:pos:R:3:lowdin_charge:R:1
C 0.309 0.629 -0.373 -0.55
S -1.378 0.014 -0.440 0.51
Br -0.800 -2.540 1.774 -0.02
H 0.823 0.074 -1.180 0.03
H 0.597 0.120 0.565 0.00
H 0.448 1.703 -0.346 0.02
```

The spin multiplicity is 1. The value obtained for the HOMO-LUMO gap (spin up / spin down) is 6.35 / 7.16 eV. The LUMO energy (spin up / spin down) comes out at -3.34 / -2.20 eV.

---

If we sort the structures by their calculated energies, the order from most to least stable is model P, model Q.

---

Model P:
Formula: C6H17NSi
Source: the Open Molecules 2025 dataset
Level of theory: ωB97M-V with the def2-TZVPD basis set

```
25
Properties=species:S:1:pos:R:3:lowdin_charge:R:1
C 0.460 -2.392 1.941 -0.12
N 0.378 -1.049 1.345 -0.30
C 1.709 -0.413 1.482 -0.11
C -0.230 -0.986 -0.024 -0.26
Si -0.612 0.675 -0.800 0.51
C -1.914 0.550 -2.109 -0.19
C 0.950 1.296 -1.727 -0.18
C -1.158 1.935 0.494 -0.18
H -0.473 -2.930 1.945 0.07
H 0.723 -2.330 2.983 0.07
H 1.174 -2.975 1.370 0.08
H 2.026 -0.395 2.515 0.08
H 1.742 0.637 1.108 0.08
H 2.428 -0.946 0.879 0.07
H -1.217 -1.434 -0.021 0.07
H 0.404 -1.548 -0.726 0.08
H -2.080 1.480 -2.606 0.02
H -1.568 -0.152 -2.901 0.05
H -2.849 0.197 -1.690 0.03
H 1.644 0.443 -1.722 0.02
H 0.768 1.581 -2.739 0.01
H 1.407 2.153 -1.225 0.02
H -1.821 1.507 1.253 0.03
H -0.288 2.316 1.008 0.01
H -1.604 2.781 -0.032 0.03
```

The spin multiplicity is 1. The SMILES is CN(C)C[Si](C)(C)C. The value obtained for the HOMO-LUMO gap is 9.20 eV. The LUMO energy comes out at 0.94 eV.

---

Model Q:
Formula: C6H17NSi
Source: the Open Molecules 2025 dataset
Level of theory: ωB97M-V with the def2-TZVPD basis set

```
25
Properties=species:S:1:pos:R:3:lowdin_charge:R:1
C -1.222 -1.813 -0.564 -0.15
C 1.488 -1.067 1.615 -0.10
C 1.547 0.368 -0.471 -0.11
C 0.719 1.267 1.892 -0.08
C -1.169 -0.363 0.116 -0.30
C 0.880 0.097 0.898 -0.41
N -0.910 0.871 -2.645 -0.17
Si -1.752 1.038 -1.087 0.51
H -0.815 -2.564 0.233 0.09
H -0.579 -1.913 -1.387 0.02
H -2.276 -1.959 -0.760 0.05
H 2.241 -0.770 2.321 0.08
H 1.777 -1.809 0.929 0.06
H 0.823 -1.630 2.220 0.07
H 1.194 -0.274 -1.393 0.08
H 2.602 0.164 -0.319 0.06
H 1.413 1.445 -0.886 0.10
H -0.077 0.961 2.551 0.07
H 1.682 1.278 2.475 0.09
H 0.483 2.135 1.306 0.05
H -1.750 -0.199 1.020 0.03
H -1.554 1.214 -3.419 0.03
H -0.151 0.189 -2.912 0.03
H -3.224 0.971 -1.208 -0.06
H -1.372 2.362 -0.524 -0.06
```

The spin multiplicity is 1. The value obtained for the HOMO-LUMO gap is 9.04 eV. The LUMO energy comes out at 0.86 eV.

---

If we sort the structures by their calculated energies, the order from most to least stable is model P, model Q.

---

Model P:
Formula: C7H21NO4
Source: the Open Molecules 2025 dataset
Level of theory: ωB97M-V with the def2-TZVPD basis set

```
33
Properties=species:S:1:pos:R:3:lowdin_charge:R:1
C -2.009 1.374 -1.027 0.06
C -1.778 1.539 0.289 -0.29
C -1.274 2.947 0.553 -0.08
C -1.695 0.422 1.240 -0.30
C -2.344 -0.734 1.247 0.06
C -0.760 0.703 2.386 -0.15
C 0.732 0.717 1.851 -0.23
N 1.346 -0.458 1.216 -0.01
H -1.830 2.051 -1.854 0.07
H -2.296 0.307 -1.216 0.07
H -1.806 3.509 1.326 0.08
H -0.225 3.041 0.780 0.06
H -1.497 3.601 -0.296 0.08
H -3.020 -0.895 0.381 0.07
H -2.415 -1.644 1.794 0.06
H -0.950 1.691 2.812 0.11
H -0.782 0.092 3.270 0.10
H 0.691 1.511 1.110 0.07
H 1.274 1.010 2.815 0.13
H 2.344 -0.456 1.383 0.07
H 1.373 -0.159 0.223 0.08
O 0.276 -2.809 0.523 -0.12
H -0.485 -2.848 1.107 0.00
H 0.874 -2.141 0.947 -0.01
O 3.606 -0.003 -0.796 -0.05
H 3.962 -0.855 -1.084 0.04
H 4.266 0.659 -1.017 0.05
O 2.391 -2.215 -2.431 -0.07
H 2.117 -1.329 -2.155 0.01
H 1.759 -2.848 -2.043 0.05
O -0.905 -0.257 -3.477 -0.07
H -0.655 -0.810 -2.717 0.04
H -0.255 0.150 -4.056 0.04
```

The spin multiplicity is 1. The SMILES is C=C(C)C(=C)CCN.O.O.O.O. The value obtained for the HOMO-LUMO gap is 9.00 eV. The LUMO energy comes out at 0.33 eV.

---

Model Q:
Formula: C7H21NO4
Source: the Open Molecules 2025 dataset
Level of theory: ωB97M-V with the def2-TZVPD basis set

```
33
Properties=species:S:1:pos:R:3:lowdin_charge:R:1
C -0.546 -3.325 -0.730 -0.10
C -0.676 -1.843 -0.417 -0.16
C 0.349 -1.103 0.006 -0.10
C 0.126 0.183 0.722 -0.29
C -0.815 0.279 1.662 -0.14
N -1.016 1.495 2.368 0.05
C 1.083 1.247 0.352 -0.22
C 2.437 1.207 1.161 -0.08
H 0.122 -3.340 -1.597 0.08
H -1.405 -3.930 -0.996 0.07
H -0.036 -3.904 0.039 0.06
H -1.664 -1.468 -0.657 0.11
H 1.381 -1.461 -0.005 0.12
H -1.502 -0.541 1.818 0.11
H -0.099 1.847 2.633 0.08
H -1.546 1.389 3.224 0.08
H 1.271 1.361 -0.719 0.08
H 0.768 2.270 0.659 0.11
H 2.778 0.174 1.159 0.06
H 2.294 1.488 2.204 0.06
H 3.118 1.894 0.670 0.07
O 0.669 1.922 -2.870 -0.05
H 0.026 2.426 -3.391 0.05
H 1.520 1.999 -3.291 0.04
O -0.072 -2.741 2.792 -0.07
H 0.705 -2.334 3.219 0.05
H 0.259 -2.865 1.878 0.01
O -0.616 -0.200 -4.271 -0.04
H -0.978 0.532 -3.807 -0.01
H -1.039 -0.968 -3.910 0.02
O -2.572 2.960 -0.189 -0.07
H -1.685 2.668 -0.440 0.02
H -2.642 2.682 0.724 0.00
```

The spin multiplicity is 1. The SMILES is C/C=C/C(=C/N)CC.O.O.O.O. The value obtained for the HOMO-LUMO gap is 8.52 eV. The LUMO energy comes out at 0.51 eV.

---

If we sort the structures by their calculated energies, the order from most to least stable is model Q, model P.